A | 10
Properties=species:S:1:pos:R:3:nbo_charge:R:1 method="wB97M-V/def2-TZVPD" homo_lumo_gap_ev=9.7739 smiles=On1ccnc1 e_homo_ev=-9.17
O -0.86238 -0.84441 1.57959 -0.520
N -0.36877 -0.15907 0.54741 -0.086
C 0.98823 0.12349 0.17846 -0.149
C 0.86674 0.34932 -1.13337 -0.116
N -0.54366 0.38813 -1.57469 -0.449
C -1.21929 -0.01564 -0.48182 0.139
H -0.13380 -1.34673 2.00341 0.479
H 1.90544 0.38374 1.03768 0.251
H 1.71047 0.83502 -1.60308 0.211
H -2.34296 0.28615 -0.55357 0.240

***

B | 10
Properties=species:S:1:pos:R:3:nbo_charge:R:1 method="wB97M-V/def2-TZVPD" homo_lumo_gap_ev=9.0617 smiles=Oc1cnc[nH]1 e_homo_ev=-8.52
O -2.02533 -0.09753 -0.07831 -0.667
C -0.68454 0.13898 0.06916 0.386
C 0.24978 1.14067 -0.01163 -0.219
N 1.60521 0.59870 0.02350 -0.408
C 1.38633 -0.63579 0.00023 0.175
N 0.00664 -1.00184 -0.03112 -0.567
H -2.53811 0.70430 0.35178 0.494
H -0.06883 2.23331 -0.13611 0.210
H 2.13965 -1.30024 -0.12609 0.183
H -0.32248 -1.89834 0.24376 0.412

***

C | 10
Properties=species:S:1:pos:R:3:nbo_charge:R:1 method="wB97M-V/def2-TZVPD" homo_lumo_gap_ev=9.9669 e_homo_ev=-8.98
O -2.02494 -0.57971 -0.40332 -0.666
C -0.75375 -0.23427 -0.08059 0.122
C -0.34787 0.92280 0.56239 -0.290
N 1.11786 0.69798 0.45501 -0.442
N 1.50364 -0.51427 -0.04681 -0.266
C 0.35510 -1.07064 -0.36939 -0.029
H -2.59162 0.15254 -0.12457 0.490
H 0.63165 1.50944 -0.23444 0.431
H 1.76990 1.16547 1.07575 0.429
H 0.34004 -2.04934 -0.83403 0.221

***

Last place for stability: C

***

A | 10
Properties=species:S:1:pos:R:3:nbo_charge:R:1 method="wB97M-V/def2-TZVPD" homo_lumo_gap_ev=10.2823 smiles="NNc1cc1=O" e_homo_ev=-9.43
N -1.73842 0.92172 0.11880 -0.646
N -1.17552 -0.33981 0.10988 -0.465
C 0.35686 -0.24369 0.05245 0.119
C 1.34383 -1.14112 -0.19800 -0.266
C 1.71112 0.18027 -0.00645 0.501
O 2.50945 1.04126 -0.00248 -0.568
H -1.20234 1.51542 -0.48994 0.346
H -1.79246 1.25327 1.03722 0.349
H -1.72692 -1.03433 -0.33924 0.392
H 1.71439 -2.15298 -0.28223 0.238

***

B | 10
Properties=species:S:1:pos:R:3:nbo_charge:R:1 method="wB97M-V/def2-TZVPD" homo_lumo_gap_ev=11.0345 smiles="OC1=NCN=C1" e_homo_ev=-10.33
O 2.10746 -0.47333 -0.28486 -0.651
C 0.82220 -0.14753 -0.12013 0.463
N 0.34141 1.03229 -0.02572 -0.475
C -1.08308 0.80841 0.14835 -0.130
N -1.38097 -0.61269 0.02724 -0.340
C -0.23911 -1.17512 -0.04321 -0.017
H 2.60923 0.35430 -0.34436 0.498
H -1.39415 1.01996 1.17637 0.225
H -1.67606 1.44519 -0.51769 0.218
H -0.10695 -2.25148 -0.01599 0.209

***

C | 10
Properties=species:S:1:pos:R:3:nbo_charge:R:1 method="wB97M-V/def2-TZVPD" homo_lumo_gap_ev=8.9990 smiles="NC1=CN1C=O" e_homo_ev=-8.18
N 1.71219 -0.19290 0.20400 -0.791
C 0.53027 0.43046 0.25778 0.350
C -0.33685 1.39323 0.28950 -0.193
N -0.79663 -0.03366 0.59047 -0.497
C -1.40075 -0.83023 -0.38177 0.540
O -0.78719 -1.55401 -1.13820 -0.583
H 1.70565 -1.08453 -0.27252 0.422
H 2.55517 0.35506 0.13064 0.401
H -0.68022 2.35034 0.63720 0.236
H -2.50165 -0.83378 -0.31710 0.115

***

Last place for stability: A

***

A | 10
Properties=species:S:1:pos:R:3:nbo_charge:R:1 method="wB97M-V/def2-TZVPD" homo_lumo_gap_ev=10.4750 smiles="CNC(=O)C#N" e_homo_ev=-10.31
C 1.05487 0.78565 0.85672 -0.413
N -0.13258 0.36427 0.17649 -0.612
C -0.33067 -0.86304 -0.63708 0.580
O 0.55527 -1.66184 -0.80186 -0.512
C -1.63573 -1.00796 -1.21969 0.160
N -2.61517 -1.26363 -1.75496 -0.224
H 0.83882 1.74260 1.32561 0.214
H 1.34788 0.06899 1.62529 0.205
H 1.88191 0.91166 0.15598 0.208
H -0.96460 0.92329 0.27351 0.393

***

B | 10
Properties=species:S:1:pos:R:3:nbo_charge:R:1 method="wB97M-V/def2-TZVPD" homo_lumo_gap_ev=9.1088 e_homo_ev=-8.54
O -1.73308 -1.06116 -0.11568 -0.659
C -0.57512 -0.36799 -0.07026 0.410
C -0.24751 0.94144 -0.00768 -0.231
N 1.15951 0.94137 0.02407 -0.574
C 1.72091 -0.29895 0.01869 0.103
N 0.60560 -1.08169 -0.08259 -0.593
H -2.47241 -0.44334 -0.14028 0.492
H -0.85998 1.83005 -0.08187 0.220
H 1.70242 1.65647 0.47384 0.412
H 0.64901 -2.08497 -0.01702 0.418

***

Last place for stability: B